Record 1
Density functional theory data (ωB97M-V/def2-TZVPD) for a single C5H7OP molecule at a distorted geometry.

Structure (XYZ):
```
14
Properties=species:S:1:pos:R:3:forces:R:3:nbo_charge:R:1
P -2.4287 -0.6475 -0.0278 1.53 -0.28 -0.49 0.315
C -1.2300 0.8054 0.2975 -0.42 0.65 -2.24 -0.711
C 0.1834 0.2514 -0.0097 -0.70 0.32 1.93 0.276
C 1.4345 0.8111 0.0293 -1.60 -0.21 -0.16 -0.325
C 2.3401 -0.2996 -0.0041 2.01 -0.36 -0.81 -0.296
C 1.6049 -1.4805 0.0232 -1.14 5.66 0.07 0.078
O 0.2615 -1.1147 0.0760 1.06 0.39 -0.59 -0.431
H -2.3691 -0.4799 -1.4747 -0.49 -0.01 0.84 -0.021
H -3.5605 0.0415 0.2904 -1.11 0.81 -0.25 -0.045
H -1.5580 1.6787 -0.4901 1.10 -1.95 2.29 0.242
H -1.3603 1.1224 1.3582 0.29 -0.03 -0.87 0.241
H 1.5300 1.9042 0.1660 0.55 -0.99 -0.40 0.239
H 3.4607 -0.1118 -0.2273 -2.05 -0.91 0.81 0.236
H 1.6914 -2.4807 -0.0070 1.00 -3.10 -0.13 0.202
```
Forces are in eV/Å.

Results
* HOMO: -8.679 eV
* 2S+1: 1
* charge: 0

---

Record 2
Density functional theory data (ωB97M-V/def2-TZVPD) for 5 unconnected molecules or ions with the total composition C14H35BrN5O4P.

Structure (XYZ):
```
60
Properties=species:S:1:pos:R:3:forces:R:3:nbo_charge:R:1
C -0.7065 -4.2721 2.9996 -0.02 0.04 0.01 -0.412
N 0.7314 -4.1501 2.9008 0.13 -0.01 -0.09 -0.614
C 1.6697 -4.3130 3.8694 -0.09 0.00 0.11 0.680
C 1.1833 -4.6908 5.2512 0.03 0.00 -0.01 -0.722
O 2.8549 -4.1568 3.6268 0.01 -0.03 -0.03 -0.635
H -1.0840 -5.0445 2.3272 0.02 -0.02 0.01 0.195
H -1.2002 -3.3310 2.7526 0.02 0.02 0.02 0.211
H -0.9826 -4.5426 4.0142 -0.03 0.00 0.00 0.207
H 1.1312 -3.8896 2.0132 -0.09 0.03 -0.07 0.396
H 2.0534 -4.7789 5.8939 0.00 0.00 0.00 0.244
H 0.5125 -3.9309 5.6535 0.00 0.00 0.00 0.227
H 0.6478 -5.6408 5.2355 0.00 0.00 0.00 0.224
C 6.9721 2.9524 -3.0382 0.00 -0.01 -0.02 -0.411
N 6.5664 1.6378 -2.5894 0.00 0.02 0.05 -0.612
C 6.3640 0.5208 -3.3344 0.01 0.08 -0.06 0.683
C 6.5792 0.6255 -4.8274 -0.01 -0.02 0.02 -0.723
O 6.0190 -0.5258 -2.8098 0.03 -0.03 -0.04 -0.646
H 7.9151 3.2535 -2.5793 0.01 -0.02 0.00 0.199
H 6.2178 3.7028 -2.7964 -0.02 -0.01 -0.01 0.199
H 7.1089 2.9485 -4.1150 0.01 0.03 -0.01 0.210
H 6.4032 1.5044 -1.6032 -0.01 -0.01 0.00 0.403
H 6.3742 -0.3492 -5.2581 0.00 0.00 0.00 0.246
H 5.9115 1.3640 -5.2723 0.00 0.01 0.00 0.227
H 7.6052 0.9131 -5.0593 0.00 0.00 0.00 0.227
C -1.5280 2.2831 -1.0755 -0.02 0.00 0.00 -0.411
N -1.5752 1.4983 0.1373 0.05 0.02 0.03 -0.620
C -2.6404 1.2854 0.9580 -0.02 0.05 -0.10 0.675
C -3.9449 1.9466 0.5792 0.05 -0.06 0.08 -0.716
O -2.5309 0.5864 1.9524 0.00 -0.03 0.03 -0.640
H -1.2507 1.6683 -1.9343 -0.01 -0.02 0.01 0.195
H -0.8060 3.0983 -0.9942 -0.01 0.01 0.03 0.192
H -2.5032 2.7180 -1.2718 0.00 0.02 -0.03 0.214
H -0.7302 1.0334 0.4304 -0.02 -0.07 0.01 0.403
H -4.6847 1.6827 1.3281 0.00 -0.01 0.00 0.236
H -3.8561 3.0315 0.5406 -0.01 0.00 -0.01 0.237
H -4.2955 1.6137 -0.3974 -0.01 0.02 -0.01 0.230
C -9.9574 3.4473 -0.9356 0.00 0.00 0.02 -0.411
N -8.5224 3.5684 -1.0715 0.00 0.01 -0.06 -0.616
C -7.5711 3.4302 -0.1095 -0.07 -0.02 0.08 0.681
C -8.0385 3.1093 1.2934 0.03 0.01 -0.02 -0.724
O -6.3887 3.5597 -0.3750 0.00 0.04 -0.06 -0.634
H -10.3502 2.6474 -1.5656 0.02 -0.02 0.00 0.198
H -10.4619 4.3762 -1.2071 0.02 0.02 0.01 0.197
H -10.2116 3.2172 0.0942 -0.03 0.00 0.00 0.211
H -8.1467 3.7816 -1.9822 0.01 0.00 0.01 0.400
H -7.1590 3.0358 1.9252 0.00 0.00 0.00 0.247
H -8.6942 3.8899 1.6807 0.00 0.00 0.00 0.226
H -8.5821 2.1644 1.3232 0.00 0.00 0.00 0.227
N 5.2404 -1.4964 -0.0447 0.00 0.10 -0.03 -0.837
C 4.8397 -2.8938 -0.1552 0.03 -0.01 -0.17 -0.210
C 3.4196 -3.0890 0.3473 0.18 0.20 0.15 -0.747
P 2.0599 -2.5895 -0.7797 -0.38 -0.39 -0.02 0.501
Br 1.6759 -0.5006 -0.0855 0.04 0.32 -0.07 -0.270
H 6.0504 -1.3339 -0.6342 -0.08 -0.03 0.03 0.375
H 4.5204 -0.9067 -0.4528 0.03 -0.04 0.01 0.351
H 5.5079 -3.4992 0.4569 0.06 -0.03 0.05 0.195
H 4.9115 -3.2699 -1.1851 0.04 -0.07 -0.02 0.162
H 3.2363 -4.1265 0.6238 0.02 -0.11 -0.04 0.244
H 3.3021 -2.5016 1.2579 -0.06 -0.10 0.20 0.266
H 2.8181 -2.2730 -1.9265 0.14 0.16 0.01 -0.029
```
Forces are in eV/Å.

Results
* HOMO: -8.756 eV
* 2S+1: 1
* charge: 0

---

Record 3
Density functional theory data (ωB97M-V/def2-TZVPD) for a single C6H10O molecule.

Structure (XYZ):
```
17
Properties=species:S:1:pos:R:3:forces:R:3:nbo_charge:R:1
C 2.2472 0.0469 -0.0100 0.04 -0.03 -0.02 -0.643
C 0.7690 -0.1816 -0.0350 -0.06 -0.06 0.10 -0.009
C 0.0727 -1.1746 0.5186 -0.01 0.06 -0.01 -0.192
C -1.4214 -0.9697 0.3942 0.10 -0.19 -0.28 -0.440
C -1.5232 0.1441 -0.6652 -0.05 0.02 0.01 -0.421
C -0.1782 0.8808 -0.5669 0.02 -0.13 -0.23 0.058
O -0.2153 1.9743 0.3488 -0.03 0.14 -0.11 -0.710
H 2.4682 1.0204 0.4449 -0.04 -0.15 -0.07 0.229
H 2.6590 0.0657 -1.0259 -0.05 0.00 0.11 0.217
H 2.7676 -0.7298 0.5589 -0.09 0.11 -0.10 0.216
H 0.5063 -2.0124 1.0606 -0.03 0.13 -0.09 0.207
H -1.8295 -0.6285 1.3470 -0.10 -0.09 0.14 0.201
H -1.9657 -1.8811 0.1185 0.10 0.18 0.04 0.215
H -1.6393 -0.2796 -1.6699 0.06 -0.01 0.20 0.212
H -2.3653 0.8195 -0.4867 0.15 -0.02 -0.09 0.218
H 0.1370 1.3141 -1.5226 -0.03 -0.05 0.17 0.183
H -0.4910 1.5983 1.1894 0.02 0.10 0.23 0.459
```
Forces are in eV/Å.

Results
* HOMO: -9.226 eV
* 2S+1: 1
* charge: 0

---

Record 4
Density functional theory data (ωB97M-V/def2-TZVPD) for a gas-phase ion, C9H13N2O (charge +1) at a distorted geometry.

Structure (XYZ):
```
25
Properties=species:S:1:pos:R:3:forces:R:3:nbo_charge:R:1
C 0.8761 1.2583 3.3858 -2.02 -0.62 -9.73 -0.156
C 0.6500 1.2113 1.9769 1.32 -1.00 9.47 -0.133
C 0.2953 0.6384 0.4461 3.09 1.23 1.87 0.268
N 1.0160 -0.6658 0.1852 -2.66 -0.49 0.24 -0.521
C 1.0401 -1.5788 1.3912 1.21 -1.14 1.41 -0.457
C 0.5435 -1.3608 -1.0726 3.75 -0.41 -5.84 0.672
C -0.8585 -2.1886 -1.2679 -0.13 -0.07 -0.71 -0.757
O 1.3853 -1.3373 -2.1409 -5.42 0.14 6.98 -0.500
C 0.8546 1.6862 -0.6930 -2.03 0.49 0.99 -0.418
C -0.4807 1.8711 -1.6261 -0.28 -2.04 -0.81 -0.511
C -1.7334 1.3781 -0.6785 3.76 0.08 0.49 0.302
N -1.2156 0.7003 0.4066 -3.43 2.34 -4.13 -0.506
H 0.9635 1.3365 4.5706 -0.13 0.08 -3.31 0.321
H 1.9847 -1.2430 2.0394 -2.25 -0.70 -1.39 0.253
H 0.0912 -1.5207 2.0770 1.70 -0.20 -1.44 0.204
H 1.2696 -2.7117 1.0980 -0.71 2.61 0.34 0.250
H -1.7421 -1.8350 -0.5799 1.97 -0.89 -1.04 0.217
H -0.6583 -3.3624 -1.1837 -0.38 2.71 0.12 0.291
H -1.2365 -2.0335 -2.3889 1.15 -0.20 2.44 0.273
H 0.9697 2.7200 -0.1553 0.37 -2.09 -1.10 0.261
H 1.8258 1.1944 -1.1460 -2.26 1.33 0.70 0.315
H -0.4557 1.0109 -2.4429 -0.15 1.49 1.44 0.281
H -0.5936 2.8329 -2.2880 -0.04 -1.66 1.89 0.297
H -2.8366 1.6248 -0.9821 2.04 -0.92 1.22 0.288
H -1.9541 0.3745 1.0691 1.50 -0.08 -0.14 0.468
```
Forces are in eV/Å.

Results
* HOMO: -13.458 eV
* 2S+1: 1
* charge: +1

---

Record 5
Density functional theory data (ωB97M-V/def2-TZVPD) for a single C3H4OS2 molecule at a distorted geometry.

Structure (XYZ):
```
10
Properties=species:S:1:pos:R:3:forces:R:3:nbo_charge:R:1
S 0.0818 3.1724 -0.6865 0.49 -1.12 1.26 -0.035
C 0.1759 1.6064 -0.1660 -0.03 -0.15 -0.99 0.034
O -0.3577 0.6830 -1.0017 -0.59 -0.10 0.51 -0.495
C -0.1873 -0.6810 -0.6145 1.28 -0.75 -1.23 -0.087
C -0.0143 -0.7589 0.8844 0.05 0.45 -0.28 -0.564
S 0.9508 0.7406 1.2503 -0.74 0.86 -0.77 0.266
H 0.7498 -1.0288 -1.2016 -1.31 0.32 1.21 0.192
H -1.0190 -1.3386 -0.9332 0.16 0.86 -0.10 0.214
H -0.9754 -0.7553 1.4423 0.73 -0.16 -0.36 0.231
H 0.5954 -1.6398 1.0265 -0.03 -0.21 0.73 0.245
```
Forces are in eV/Å.

Results
* HOMO: -8.784 eV
* 2S+1: 1
* charge: 0

---

Kohn-Sham gap? In order: 9.6, 9.4, 10.2, 8.2, 9.1 eV.